Molecular formula: C32H44N4O2
Method: DFT, wB97M-V/def2-TZVPD

For the electronic energy, the calculation gives -1615.33565 hartree. The energy above the lowest of the compared OMol25 structures with the same formula, charge and spin comes out at 0.013 eV. The value obtained for the LUMO energy is 0.760 eV. As for the SMILES: COc1ccc(C[C@H]2CN3C(=NC[C@@H]3Cc3ccccc3)N2C[C@H](C)NC(=O)CCC2CCCCC2)cc1. The value obtained for the orbital gap is 8.754 eV. The value obtained for the highest occupied orbital energy is -7.99 eV.

The geometry in ORCA input format:
```
! RIJCOSX wB97M-V def2-TZVPD def2/J DEFGRID3
* xyz 0 1
C -5.523 -1.677 5.898
H -5.647 -2.165 4.926
O -4.166 -1.505 6.222
C -3.397 -0.723 5.411
C -3.843 -0.084 4.260
C -2.966 0.685 3.514
C -1.637 0.835 3.885
C -1.202 0.196 5.042
C -2.064 -0.571 5.796
H -1.731 -1.068 6.693
H -0.172 0.297 5.351
C -0.697 1.643 3.039
H -1.153 2.607 2.804
H 0.236 1.818 3.575
C -0.369 0.939 1.710
N 0.405 -0.277 1.938
C 1.633 -0.134 1.396
N 2.574 -0.969 1.152
C 3.629 -0.183 0.528
H 4.027 -0.712 -0.341
H 4.450 -0.047 1.242
C 2.995 1.194 0.165
N 1.848 1.188 1.048
C 0.560 1.798 0.821
H 0.564 2.849 1.119
H 0.263 1.730 -0.235
C 3.926 2.381 0.429
C 3.239 3.673 0.094
C 3.052 4.047 -1.231
C 2.378 5.212 -1.548
C 1.881 6.023 -0.541
C 2.065 5.661 0.782
C 2.738 4.493 1.096
H 2.876 4.213 2.131
H 1.682 6.291 1.573
H 1.356 6.933 -0.788
H 2.241 5.490 -2.583
H 3.443 3.420 -2.021
H 4.820 2.257 -0.186
H 4.218 2.370 1.480
H 2.668 1.216 -0.889
C -0.172 -1.564 2.201
H 0.657 -2.221 2.479
C -0.906 -2.166 0.983
N -0.023 -2.212 -0.162
C -0.005 -1.229 -1.094
O -0.834 -0.341 -1.131
C 1.143 -1.368 -2.081
H 1.193 -2.402 -2.424
C 1.033 -0.395 -3.255
H 0.522 0.501 -2.895
H 2.035 -0.105 -3.581
C 0.269 -0.931 -4.473
C -1.133 -1.425 -4.115
C -1.888 -1.840 -5.374
C -1.126 -2.931 -6.119
C 0.282 -2.456 -6.466
C 1.032 -2.036 -5.205
H 2.032 -1.683 -5.470
H 1.147 -2.907 -4.556
H 0.217 -1.605 -7.148
H 0.829 -3.252 -6.977
H -1.061 -3.821 -5.488
H -1.661 -3.207 -7.030
H -2.009 -0.973 -6.028
H -2.885 -2.198 -5.108
H -1.675 -0.639 -3.588
H -1.062 -2.283 -3.443
H 0.160 -0.090 -5.170
H 2.055 -1.173 -1.514
H 0.807 -2.777 -0.054
C -1.424 -3.562 1.309
H -2.114 -3.516 2.146
H -1.941 -3.982 0.450
H -0.598 -4.218 1.575
H -1.738 -1.515 0.697
H -0.868 -1.484 3.039
H -1.297 0.703 1.180
H -3.329 1.179 2.624
H -4.868 -0.174 3.935
H -5.933 -2.319 6.676
H -6.061 -0.724 5.897
*
```